(1)
Density functional theory data (wB97M-V/def2-TZVPD) for C42H42BrGaN5O3S2Te as an isolated structure.

Last column: Löwdin spin population.
Positions of all 97 atoms, in Å:
Te: 2.33 -0.03 0.61  0.3179
Br: -1.48 -3.34 -6.88  0.0000
Ga: -1.14 1.08 -0.56  0.0138
S: -5.25 -1.37 -0.75  0.0000
S: -4.21 4.90 -0.58  0.0000
O: -1.01 -0.69 -2.07  0.0004
O: 2.64 2.57 -0.67  0.0044
O: -1.57 1.38 -2.50  0.0078
N: -1.07 0.74 -6.59  0.0000
N: -2.72 2.85 -0.58  0.0005
N: -3.18 0.08 -0.57  0.0000
N: -0.58 7.63 3.75  -0.0001
N: 0.79 1.23 -0.66  0.3493
C: -0.69 6.55 3.38  0.0000
C: -1.12 0.95 -5.28  0.0001
C: 0.79 -2.74 0.50  0.0058
C: -1.13 2.56 1.99  -0.0002
C: 2.97 -1.14 2.39  0.1320
C: -4.96 3.36 -0.59  0.0000
C: 0.65 -4.16 -1.48  0.0060
C: 4.30 -2.69 0.85  0.0087
C: 3.05 -1.51 4.77  0.0027
C: 1.68 -1.96 -1.63  0.0065
C: -3.55 -1.17 -0.60  0.0000
C: 4.26 -2.95 3.32  0.0084
C: 1.45 -1.76 -0.25  0.0023
C: 0.11 3.21 1.94  -0.0006
C: 0.25 -5.45 -2.14  0.0011
C: 1.26 -3.15 -2.21  -0.0016
C: 0.42 -3.93 -0.13  -0.0014
C: -2.08 4.57 2.97  0.0000
C: 3.83 -2.23 2.20  0.0231
C: 1.02 3.03 -2.33  0.0231
C: 2.31 -0.92 -2.52  0.0048
C: -1.36 -1.38 -4.81  0.0001
C: -2.63 -2.33 -0.46  0.0001
C: -1.18 -0.51 -7.03  0.0001
C: -1.31 1.18 1.47  -0.0006
C: 1.54 2.25 -1.12  0.0274
C: -4.02 2.39 -0.60  0.0000
C: -2.67 4.15 -0.58  0.0000
C: -5.46 0.32 -0.76  0.0000
C: -1.26 -0.08 -4.35  0.0002
C: -1.33 -1.59 -6.17  0.0000
C: 4.34 -3.41 5.79  -0.0003
C: -2.21 3.27 2.51  0.0000
C: -0.84 5.20 2.91  -0.0001
C: 1.66 0.38 3.97  0.0165
C: -1.42 4.95 -0.59  -0.0001
C: -4.26 0.94 -0.65  0.0000
C: 3.87 -2.61 4.60  -0.0030
C: 0.26 4.50 2.40  0.0000
C: 2.59 -0.77 3.68  0.0048
C: -1.27 0.20 -2.89  0.0011
C: 0.41 -2.59 1.95  0.0028
H: -0.58 4.35 -0.24  -0.0001
H: -0.37 -5.26 -3.02  0.0003
H: -3.03 -3.06 0.25  0.0000
H: 4.78 -2.76 6.55  -0.0001
H: 2.76 -1.40 -3.39  0.0002
H: -0.52 0.53 1.85  0.0040
H: 1.16 -3.04 2.60  0.0001
H: 1.23 4.99 2.35  0.0000
H: 0.31 -1.55 2.24  0.0024
H: 2.74 -1.22 5.77  0.0002
H: -0.05 3.21 -2.32  0.0000
H: 1.60 1.08 3.14  0.0142
H: -1.45 -2.21 -4.11  0.0000
H: -6.44 0.77 -0.85  0.0000
H: 1.54 -0.23 -2.87  0.0003
H: 5.20 -3.30 0.95  0.0003
H: 1.13 -6.00 -2.47  0.0004
H: 3.07 -0.33 -2.02  0.0033
H: -6.03 3.26 -0.59  0.0000
H: -2.93 5.10 3.36  0.0000
H: -0.54 -3.09 2.12  0.0002
H: 0.65 0.03 4.18  -0.0002
H: -0.08 -4.69 0.46  -0.0002
H: -1.20 5.29 -1.61  0.0000
H: -2.27 0.77 1.79  -0.0001
H: 1.44 -3.29 -3.27  -0.0002
H: -0.31 -6.08 -1.45  0.0000
H: 5.08 -4.15 5.50  0.0001
H: 3.50 -3.94 6.26  -0.0002
H: 2.00 0.94 4.85  0.0005
H: 4.92 -3.79 3.17  0.0018
H: -1.51 5.83 0.05  0.0000
H: 3.54 -3.28 0.34  -0.0003
H: -1.65 -2.00 -0.13  0.0001
H: 1.24 2.46 -3.24  -0.0004
H: -3.18 2.79 2.56  0.0000
H: -2.49 -2.83 -1.42  0.0000
H: 1.56 3.97 -2.38  0.0035
H: -1.03 1.97 -4.94  0.0001
H: -1.15 -0.66 -8.10  0.0000
H: 0.97 2.71 1.51  0.0015
H: 4.55 -1.84 0.20  0.0044

DFT total energy = -7688.42239 Eh
Relative energy (zero: lowest compared OMol25 entry of this formula, charge and spin) = 0.0 kJ/mol
HOMO-LUMO gap (alpha / beta) = 6.997 / 6.905 eV
Total charge = 0
Multiplicity = 2


(2)
Density functional theory data (wB97M-V/def2-TZVPD) for C42H42BrN4W as an isolated structure at a distorted geometry.

Last column: Löwdin spin population.
Positions of all 90 atoms, in Å:
W: 0.06 0.32 -0.07  1.0025
Br: -3.60 -0.06 -1.14  0.0071
N: -1.26 1.81 -1.04  -0.0017
N: -1.83 0.07 1.08  0.0166
N: -0.25 -0.34 -2.15  0.0098
N: 0.12 -1.75 0.24  0.3754
C: 2.42 -2.24 -0.63  0.0289
C: -1.23 1.80 -2.39  0.0011
C: 3.62 -2.93 -0.48  -0.0025
C: -2.06 -2.90 0.73  0.0733
C: 1.57 2.08 -0.72  0.0055
C: -4.17 0.29 1.55  -0.0004
C: 0.63 4.24 0.22  0.0009
C: 1.81 -2.87 1.60  0.0285
C: -1.22 1.59 -5.18  0.0015
C: -0.12 2.75 2.63  0.0028
C: -2.81 -4.06 0.72  -0.0003
C: -3.11 0.18 0.66  0.0092
C: 1.54 0.43 3.25  0.0049
C: -0.22 -4.11 -0.24  0.0775
C: -2.28 -5.25 0.23  0.1058
C: 1.44 0.90 1.82  0.0219
C: -1.86 2.76 -3.17  0.0020
C: 1.72 2.76 -2.06  0.0017
C: -0.73 -2.89 0.25  0.0390
C: -2.01 2.72 -0.44  0.0116
C: 1.49 -2.22 0.41  0.0277
C: -0.04 -1.76 -4.07  -0.0029
C: 0.93 2.78 0.34  0.0009
C: -3.93 0.21 2.91  0.0067
C: -0.66 0.65 -3.00  0.0070
C: 0.00 -1.53 -2.69  0.0279
C: -2.62 3.74 -2.50  0.0092
C: 3.52 0.66 -1.38  0.0052
C: -0.98 -5.26 -0.26  -0.0046
C: -2.64 -0.04 3.37  -0.0004
C: 2.50 0.56 0.94  -0.0035
C: -0.71 0.51 -4.38  0.0003
C: -1.65 -0.09 2.41  0.0104
C: -1.78 2.67 -4.61  -0.0023
C: -2.31 -0.23 4.83  -0.0004
C: 3.71 -0.12 1.49  -0.0002
C: -2.72 3.69 -1.14  0.0000
C: 0.66 2.08 1.52  0.0104
C: -0.35 -0.74 -4.92  0.0280
C: 2.45 1.00 -0.39  0.0187
C: 3.92 -3.58 0.71  0.0266
C: 3.01 -3.54 1.76  -0.0024
H: 4.00 -0.29 -1.17  0.0001
H: -3.32 4.41 -0.59  -0.0002
H: 1.69 -0.65 3.31  0.0005
H: -0.36 -0.89 -5.99  0.0012
H: 0.78 -4.16 -0.65  0.0027
H: -3.82 -4.04 1.12  -0.0017
H: 0.58 3.17 3.36  0.0003
H: 1.38 4.71 -0.43  -0.0001
H: 3.15 0.62 -2.41  0.0004
H: -0.64 -0.31 2.70  0.0012
H: -0.34 4.48 -0.20  0.0003
H: 3.47 -0.92 2.18  -0.0003
H: -1.53 -0.99 4.97  -0.0001
H: -4.75 0.29 3.61  0.0003
H: 1.06 -2.90 2.39  -0.0005
H: 0.70 4.71 1.19  0.0003
H: -1.94 0.71 5.27  -0.0002
H: 0.94 3.50 -2.22  0.0000
H: -2.88 -6.16 0.24  0.0048
H: 4.29 1.44 -1.35  0.0011
H: -3.19 -0.53 5.39  0.0000
H: -2.05 2.69 0.64  0.0004
H: 2.40 0.91 3.72  0.0012
H: 2.20 -1.78 -1.58  0.0004
H: -2.21 3.46 -5.21  -0.0002
H: 4.32 -2.97 -1.31  -0.0003
H: -3.14 4.51 -3.07  0.0004
H: 4.25 0.65 2.06  -0.0008
H: 4.85 -4.13 0.81  0.0013
H: -1.18 1.50 -6.26  0.0000
H: 4.38 -0.49 0.73  0.0002
H: -5.17 0.40 1.16  0.0001
H: 0.24 -2.34 -2.03  0.0016
H: 3.23 -4.05 2.69  -0.0003
H: -0.76 2.06 3.16  0.0001
H: -2.51 -2.04 1.17  0.0030
H: -0.74 3.56 2.25  0.0000
H: 2.68 3.27 -2.11  -0.0002
H: 0.67 0.69 3.85  0.0001
H: 0.19 -2.75 -4.43  -0.0006
H: -0.55 -6.17 -0.66  -0.0017
H: 1.68 2.05 -2.88  0.0001

DFT total energy = -4484.93458 Eh
Relative energy (zero: lowest compared OMol25 entry of this formula, charge and spin) = 63.5 kJ/mol
HOMO-LUMO gap (alpha / beta) = 6.966 / 5.883 eV
Total charge = +3
Multiplicity = 3


> Which of these has the lowest DFT total energy?

C42H42BrGaN5O3S2Te